{"formula": "C9H18Cl2N2O2PPtS", "method": "ωB97M-V/def2-TZVPD", "charge": 3, "mol_weight_g_mol": 515.28, "spin_multiplicity": 5, "orbital_gap_ev": [6.22, 4.52], "e_lumo_ha": [-0.3989, -0.5646], "elements": ["H", "H", "H", "C", "H", "P", "H", "C", "H", "H", "C", "H", "C", "C", "Cl", "S", "H", "H", "H", "O", "H", "N", "N", "O", "C", "C", "H", "C", "H", "Pt", "Cl", "H", "H", "C", "H", "H"], "positions_angstrom": [[0.4444, -3.4870, -4.7211], [-0.8932, 0.4002, -3.4618], [2.4119, 2.1355, -1.2653], [0.1182, -0.8815, 3.0416], [1.3053, -0.2639, 5.8030], [0.1078, 1.5268, -1.6109], [0.5158, -4.8028, -3.5114], [-0.4363, -3.0286, -2.8718], [0.1347, 1.7835, -4.0044], [-1.2832, 3.1281, -0.4304], [-0.1145, -4.0145, -3.9434], [-1.0780, 1.2108, 4.9731], [-1.3102, 2.6783, -1.4337], [0.0567, 0.9317, -3.3146], [2.5644, -0.2123, -0.6530], [0.1822, -1.8928, 1.6448], [2.1442, -0.6882, 3.3886], [1.4817, 3.4708, -2.0615], [-1.0042, -4.4722, -4.3820], [-1.5116, -2.7303, -2.4187], [-2.2614, 2.1470, -1.5659], [-0.9818, -0.4620, 3.7053], [1.2052, -0.4812, 3.7201], [-2.5864, 0.2314, 0.7269], [1.4676, 2.6907, -1.2911], [-1.5059, 0.0518, 0.3262], [-1.2174, 3.4773, -2.1872], [0.8747, 0.2389, 4.9362], [1.2564, 1.2601, 4.8913], [0.2567, -0.2150, -0.1917], [1.0851, -2.2889, -2.2298], [-1.9317, -0.6569, 3.3961], [1.3039, 3.1399, -0.3021], [-0.6484, 0.2080, 4.9535], [0.8753, 0.2204, -3.4674], [-1.0281, -0.3530, 5.8123]], "mulliken_spin": [0.001, 0.001, 0.009, -0.092, 0.001, 0.394, 0.001, 0.006, 0.013, 0.001, 0.009, 0.003, 0.003, 0.018, 0.903, 1.156, -0.003, 0.009, 0.005, 0.017, 0.001, 0.044, 0.063, -0.006, 0.027, 0.230, 0.011, 0.002, 0.004, 0.932, 0.229, 0.003, -0.001, 0.003, 0.002, 0.000]}


{"formula": "C9H18ClIMgO9", "method": "ωB97M-V/def2-TZVPD", "mol_weight_g_mol": 456.90, "orbital_gap_ev": 8.57, "de_lowest_kcal_mol": 7.3, "e_lumo_ha": 0.0124, "elements": ["H", "H", "H", "H", "H", "C", "H", "O", "I", "O", "H", "H", "H", "C", "C", "H", "H", "O", "C", "H", "H", "C", "H", "C", "Cl", "O", "H", "H", "O", "O", "Mg", "H", "H", "O", "O", "C", "C", "C", "O"], "positions_angstrom": [[3.8631, 1.0071, 0.5913], [2.6516, 1.4134, -0.6379], [-0.3350, -2.9356, -0.3778], [0.7910, 3.6341, -0.2548], [0.8740, 4.9762, -1.4005], [-0.8076, -1.4120, 2.8917], [-3.0881, -2.3440, 2.1393], [0.7086, 3.1244, -2.2376], [-3.1800, -0.8248, -0.8276], [-1.2089, -2.6678, 3.0393], [1.2274, 0.4014, 3.0691], [-0.3775, 0.1801, -5.0104], [-0.3697, -2.2090, -1.9909], [-2.3030, -3.0924, 2.2120], [-0.0362, 2.0667, -2.4114], [-0.3874, -0.4571, -3.4120], [-2.6692, -4.0240, 2.6310], [0.0623, -1.1354, 3.8254], [-0.6146, 0.4436, -3.9798], [-0.6883, 4.1774, -1.0557], [-0.3027, 0.9331, 3.9052], [2.8654, 0.7817, 0.2306], [-1.8805, -3.2836, 1.2248], [1.4716, -0.9314, -0.5184], [-1.0563, 2.3211, 1.4464], [-1.1814, -0.6702, 2.0194], [2.1696, 1.0675, 1.0240], [0.4128, -3.7033, -1.8092], [0.4811, -0.2651, -0.2949], [0.2008, 1.5426, -3.5981], [-1.2306, 0.4695, 0.1519], [1.1430, 0.2684, 4.7714], [-1.6621, 0.7305, -3.9488], [1.4791, -2.1353, -0.9975], [2.6789, -0.5616, -0.1926], [0.2438, -2.7673, -1.2803], [0.5184, 0.2267, 3.8793], [0.3817, 4.0323, -1.1846], [-0.8450, 1.6218, -1.6313]], "nbo_charge": [0.213, 0.193, 0.200, 0.208, 0.196, 1.019, 0.219, -0.485, -0.842, -0.489, 0.180, 0.199, 0.208, -0.257, 1.023, 0.183, 0.200, -0.478, -0.256, 0.216, 0.230, -0.271, 0.184, 1.039, -0.889, -0.732, 0.208, 0.210, -0.787, -0.484, 1.681, 0.197, 0.213, -0.460, -0.464, -0.271, -0.258, -0.264, -0.731]}


{"formula": "C9H18ClIN2O2PRuS", "method": "ωB97M-V/def2-TZVPD", "charge": 2, "mol_weight_g_mol": 512.72, "spin_multiplicity": 6, "orbital_gap_ev": [5.94, 6.02], "e_lumo_ha": [-0.2508, -0.3740], "elements": ["C", "H", "I", "N", "H", "P", "H", "H", "H", "C", "H", "C", "H", "C", "H", "H", "C", "H", "C", "N", "H", "O", "H", "O", "Cl", "H", "C", "C", "H", "H", "S", "H", "Ru", "H", "C", "H"], "positions_angstrom": [[-2.7926, -0.6147, 1.7035], [3.4603, -4.7566, 0.4132], [0.3490, 1.3636, -2.9902], [2.1600, -3.2391, 1.0592], [-1.0050, 1.0967, 3.4215], [-1.5397, 0.6062, 1.1315], [-2.3053, -1.4319, 2.2554], [-1.7527, 3.0279, 0.9195], [-2.7623, 3.4444, -2.9704], [-0.7199, 3.4288, -2.4159], [-3.5121, -0.1147, 2.3734], [1.5727, -2.4155, 0.1641], [0.3429, 1.5740, 2.3467], [1.0991, 0.7167, -0.1625], [-3.1098, 2.3096, 1.8351], [-1.7859, 4.7319, -3.7769], [-1.7841, 3.6811, -3.4266], [1.6639, -3.6381, 1.8438], [-2.4458, 2.1787, 0.9690], [2.4875, -2.1055, -0.7656], [-3.0499, 2.1431, 0.0534], [2.1051, 1.1665, 0.2377], [0.0982, -0.1415, 2.7648], [-0.2888, 4.0044, -1.4675], [-2.5866, -0.4549, -1.6586], [-3.3435, -1.0321, 0.8439], [-0.4110, 0.8033, 2.5464], [3.7039, -2.8749, -0.6353], [-1.6061, 3.0141, -4.2853], [2.2563, -1.6076, -1.6136], [-0.1108, -2.0451, 0.0631], [4.2168, -3.4797, 1.4032], [-0.4861, 0.0916, -0.7858], [4.5722, -2.2251, -0.5190], [3.4712, -3.6821, 0.6292], [3.8390, -3.5233, -1.5045]], "mulliken_spin": [0.021, 0.001, 0.319, 0.035, 0.005, 0.050, 0.001, 0.000, -0.001, 0.033, 0.007, -0.010, -0.004, 0.076, 0.011, 0.001, 0.006, 0.003, 0.058, 0.036, -0.002, 0.150, 0.001, 0.024, 0.508, 0.000, 0.014, 0.000, 0.002, 0.008, 0.438, 0.002, 3.205, 0.002, 0.000, 0.001]}


{"formula": "C9H18ClN3O6", "method": "ωB97M-V/def2-TZVPD", "mol_weight_g_mol": 299.71, "orbital_gap_ev": 6.24, "e_lumo_ha": -0.0556, "elements": ["C", "H", "H", "O", "H", "H", "H", "H", "O", "O", "H", "C", "O", "C", "H", "H", "H", "H", "C", "C", "O", "N", "C", "Cl", "C", "N", "H", "O", "H", "C", "H", "C", "H", "H", "H", "N", "H"], "positions_angstrom": [[2.4360, -1.6893, 0.4683], [-4.3764, -1.2204, -0.5778], [2.6622, -0.5594, 0.3851], [4.8109, -0.3203, -0.3093], [-6.1437, -1.3114, 0.0940], [-1.4971, -0.7178, 1.8810], [0.9571, -1.0383, -1.4533], [2.8257, -2.1416, -0.5105], [-5.5694, 0.6791, 1.9862], [-3.5549, -0.3861, 2.1197], [-2.9008, 1.7090, 0.5617], [0.9241, 1.2632, -1.1877], [6.5819, -1.4004, 0.8253], [0.2385, -0.8685, -0.5750], [-5.5037, 0.2260, -0.6640], [-1.6856, 3.0125, -0.9444], [0.2971, 0.9248, -2.1025], [0.4451, 3.0987, -2.2323], [0.4690, 2.8217, -1.1136], [-2.3910, -0.3522, 1.2754], [6.7359, 0.9036, 0.3147], [0.2580, 0.5312, -0.0258], [-5.1908, -0.6689, -0.0053], [6.2524, -0.3800, -0.1462], [-4.7559, -0.0876, 1.4123], [-0.8631, 2.5956, -0.4966], [-2.5288, -1.1232, 0.4242], [6.8655, -0.7024, -1.4162], [-0.7987, -1.2403, -0.8813], [0.8214, -1.8257, 0.6136], [2.9980, -2.0520, 1.3884], [-0.9914, 1.2620, 0.0717], [0.5662, -1.3315, 1.6113], [0.4587, -2.9004, 0.5168], [2.0121, 1.0271, -1.4185], [-2.1739, 0.9702, 0.6189], [1.3093, 3.2931, -0.5085]], "nbo_charge": [-0.623, 0.223, 0.229, -0.926, 0.283, 0.250, 0.255, 0.230, -0.518, -0.489, 0.449, -0.215, -0.870, -0.256, 0.257, 0.420, 0.167, 0.238, -0.256, 0.076, -0.871, -0.422, -0.751, 2.543, 0.755, -0.602, 0.185, -0.868, 0.195, -0.422, 0.246, 0.725, 0.197, 0.216, 0.288, -0.585, 0.245]}


{"formula": "C9H18CoOP", "method": "ωB97M-V/def2-TZVPD", "mol_weight_g_mol": 232.15, "spin_multiplicity": 5, "orbital_gap_ev": [4.04, 7.89], "de_lowest_kcal_mol": 0.0, "e_lumo_ha": [0.0278, 0.0193], "elements": ["C", "H", "C", "H", "H", "O", "H", "P", "H", "H", "H", "C", "H", "H", "H", "H", "C", "C", "C", "H", "H", "H", "C", "H", "H", "C", "H", "Co", "H", "C"], "positions_angstrom": [[0.9504, -0.6775, -2.5914], [-2.2682, 2.9998, 1.8758], [-1.1260, 0.1731, -2.9129], [-0.1906, -1.5173, 2.1263], [1.8415, -1.2347, -2.8498], [-0.4776, 0.1861, 1.0701], [0.1355, 2.1901, 1.3583], [0.9277, -2.3657, -0.5625], [-1.6327, 1.8558, 3.0741], [1.8048, -1.1063, 3.2051], [-0.5427, -0.1003, 3.1100], [-0.8025, 1.6621, 1.1118], [-2.8053, 1.3238, 1.8307], [0.9835, -2.7985, -1.9845], [0.1058, -3.4228, -0.0016], [2.1325, -0.3737, 1.6262], [0.0283, -0.4595, 2.2625], [-1.9537, 1.9726, 2.0433], [-0.2529, 1.2285, -2.7267], [-0.4430, 2.2251, -3.0627], [1.8433, 1.2059, -1.8001], [-0.9828, -1.9747, -2.5628], [-0.4361, -1.0617, -2.7147], [-2.1477, 0.1975, -3.3339], [1.7545, 0.6242, 3.0323], [1.5059, -0.3098, 2.5191], [-1.0971, 1.9001, 0.0695], [-0.0840, -0.2791, -0.8567], [2.2533, -2.7550, -0.2037], [0.9760, 0.6918, -2.1510]], "mulliken_spin": [0.316, 0.002, -0.039, 0.014, -0.065, -0.146, 0.017, 0.159, 0.002, -0.001, 0.000, -0.013, -0.009, -0.002, 0.039, -0.001, -0.016, 0.007, 0.235, -0.017, -0.030, -0.147, 0.526, -0.086, 0.006, 0.016, 0.053, 2.827, 0.057, 0.296]}


{"formula": "C9H18CrF9O12S3", "method": "ωB97M-V/def2-TZVPD", "mol_weight_g_mol": 637.41, "spin_multiplicity": 4, "orbital_gap_ev": [9.90, 10.49], "e_lumo_ha": [-0.0407, -0.0216], "elements": ["O", "O", "F", "S", "O", "H", "H", "H", "C", "O", "C", "H", "H", "O", "H", "C", "O", "O", "F", "F", "O", "H", "H", "C", "C", "F", "C", "H", "F", "H", "H", "H", "H", "H", "H", "C", "F", "C", "H", "O", "O", "C", "O", "S", "S", "H", "F", "H", "O", "F", "Cr", "F"], "positions_angstrom": [[-1.1351, -1.3588, 3.0365], [0.8440, -0.9547, 1.8349], [-1.2604, 2.9084, -2.8149], [-2.3035, 0.4889, -2.0980], [0.7868, 1.4723, 0.1413], [3.3292, 0.8542, 3.0707], [-0.2883, -2.8913, 0.5825], [1.5244, 3.9867, 0.8798], [2.5632, 0.8379, 2.3093], [-0.9947, 0.0447, -1.5611], [-2.5855, 0.8193, 3.3741], [-0.0456, 4.5466, 1.1998], [-0.1428, 3.1317, -0.7525], [-3.3761, -1.3787, 2.2376], [2.9106, 1.2404, 1.3637], [2.6605, -0.9497, -3.1546], [-1.6495, 0.0006, 1.1441], [1.5837, -1.0117, -0.7763], [-0.7192, 1.1552, -4.0254], [1.8981, -0.1169, -3.8957], [-0.8088, -2.2215, 0.1143], [-1.4397, -4.7054, -1.8580], [0.6857, 3.2019, 2.2585], [-0.9190, -3.7441, -1.7693], [0.5763, 3.6578, 1.2335], [-2.6601, 2.0616, -4.2338], [2.2158, -0.6118, 2.2566], [-2.2441, -3.7022, -0.1322], [-3.7756, 1.2857, 3.0322], [-0.7671, -3.2793, -2.7648], [0.1771, -0.9842, 2.5602], [2.9500, -1.1919, 1.7301], [1.5143, 1.5376, -0.5495], [1.6772, 1.4109, 2.6019], [0.0591, -3.9345, -1.2474], [-1.7218, -2.9319, -0.7749], [2.2398, -2.2459, -3.1589], [-1.6880, 1.7271, -3.3329], [-0.9883, 2.3624, 0.5929], [3.9167, -1.3787, -0.9169], [2.9642, 0.9299, -1.2916], [-0.0010, 2.6832, 0.2678], [-3.0507, 1.2275, -1.1700], [2.8524, -0.5471, -1.3708], [-2.1908, -0.6506, 2.3416], [2.2980, -1.0152, 3.2914], [3.8620, -0.8829, -3.6523], [-2.3973, -2.2507, -1.2631], [-2.9388, -0.4940, -2.8943], [-2.4607, 0.5206, 4.6720], [-0.0131, -0.3848, 0.1169], [-1.5233, 1.7256, 3.2146]], "mulliken_spin": [0.003, -0.029, 0.000, 0.002, -0.056, 0.000, 0.005, 0.000, 0.003, -0.023, -0.001, 0.000, -0.001, -0.001, 0.000, 0.000, -0.015, 0.039, 0.000, 0.000, -0.034, 0.000, 0.000, 0.002, -0.002, 0.000, 0.003, -0.001, 0.000, -0.001, 0.003, -0.001, 0.005, 0.000, 0.000, -0.003, 0.000, -0.001, 0.002, -0.002, 0.003, 0.000, 0.003, 0.011, -0.002, -0.001, 0.000, 0.001, -0.001, 0.000, 3.087, 0.000]}